Record 1
11
Properties=species:S:1:pos:R:3 method="wB97M-V/def2-TZVPD" relative_energy_ev=0.779 smiles=N#Cc1ccoc1S lumo_ha=0.0181 gap_ev=9.4 multiplicity=1 homo_energy_ev=-8.92
N 2.64 0.44 -1.50
C 1.55 0.19 -1.11
C 0.32 -0.09 -0.44
C -0.45 -1.34 -0.32
C -1.42 -1.07 0.54
O -1.38 0.22 1.01
C -0.26 0.83 0.47
S 0.10 2.52 0.82
H -0.32 -2.25 -0.89
H -2.26 -1.64 0.85
H 1.49 2.19 0.56

Record 2
18
Properties=species:S:1:pos:R:3 method="wB97M-V/def2-TZVPD" relative_energy_ev=1.011 charge=+1 lumo_ha="-0.1969 / -0.2916" gap_ev="8.0 / 5.3" multiplicity=2 s_squared=0.75 homo_energy_ev="-13.40 / -13.19"
S 1.46 -1.50 0.68
S 1.07 0.49 0.99
C 0.80 1.64 -0.36
C 0.15 1.04 -1.60
N -0.99 0.23 -1.22
C -2.34 0.74 -1.45
H 1.22 -1.37 -0.63
H 0.12 2.37 0.07
H 1.67 2.25 -0.62
H 0.87 0.47 -2.19
H -0.25 1.86 -2.19
H -0.96 -0.75 -1.44
H -2.44 1.83 -1.51
H -2.96 0.44 -0.61
H -2.80 0.25 -2.30
H -1.70 -0.43 0.81
H -1.64 -1.61 1.83
O -2.24 -1.05 1.30